This record from the Open Molecules 2025 dataset describes a molecular structure, C12H18F9Ni2O9 in a non-equilibrium geometry. The level of theory is ωB97M-V with the def2-TZVPD basis set.

The geometry in XYZ format:
```
50
Properties=species:S:1:pos:R:3:forces:R:3:nbo_charge:R:1
Ni 10.26140 -16.58953 -17.38675 0.893 -0.091 0.032 1.6099
Ni 12.77106 -15.81016 -17.56007 -0.321 -0.171 -0.340 0.8298
F 7.21702 -19.11286 -14.29979 1.080 0.677 0.004 -0.2965
F 8.57163 -20.59904 -13.59973 0.522 0.050 0.243 -0.2933
F 10.32591 -13.93678 -11.06791 -0.093 0.201 0.203 -0.3115
F 7.06216 -16.57862 -15.10069 0.400 -0.042 1.069 -0.2935
F 8.89612 -13.75547 -12.64546 -0.630 -0.177 -0.641 -0.3013
F 8.26628 -20.32784 -15.73210 0.491 0.626 0.816 -0.3220
F 5.83901 -16.22953 -16.77062 -0.244 1.191 0.523 -0.3096
F 9.20041 -12.08263 -11.31183 0.247 -0.232 -0.281 -0.2908
F 5.74550 -14.83952 -14.99259 0.754 -0.739 -1.175 -0.2922
O 11.09369 -15.48321 -18.84278 0.487 0.179 0.348 -1.3232
O 9.67043 -17.89717 -15.58416 -0.364 -1.388 1.069 -0.6137
O 11.79736 -13.49110 -13.29375 -1.255 -1.945 0.070 -0.4994
O 11.95085 -17.71299 -17.55389 -0.832 -0.207 0.071 -1.3122
O 11.09735 -11.41657 -13.24326 -1.360 -0.995 1.064 -0.5604
O 11.33539 -15.53846 -16.11466 -0.039 0.554 0.479 -1.3068
O 7.97134 -13.63745 -15.99956 -2.197 -0.836 0.566 -0.4575
O 8.48955 -15.43757 -17.17590 -0.855 -0.531 -0.277 -0.6462
O 10.64033 -18.92253 -13.79312 -3.588 -1.822 -1.030 -0.4510
C 13.99808 -12.62335 -13.46306 0.081 0.074 -0.532 -0.6332
C 9.79455 -13.08190 -11.95810 1.246 -0.048 0.409 0.9111
C 8.95325 -11.42746 -16.02664 0.258 -0.788 -0.207 -0.6303
C 9.65691 -18.73616 -14.69531 0.909 1.880 -0.167 0.7370
C 7.70873 -14.84957 -16.46023 2.599 1.506 0.629 0.7426
C 6.54001 -15.58885 -15.79416 -1.052 -0.472 -0.707 0.9073
C 11.77885 -18.15335 -13.84216 2.192 2.555 0.026 -0.1067
C 8.41626 -19.67183 -14.52951 -0.933 -1.546 -1.104 0.9032
C 11.63857 -16.95036 -12.88735 0.564 -0.578 -0.333 -0.6276
C 10.94239 -12.57145 -12.88026 1.617 2.454 -1.824 0.6845
C 12.81784 -13.16295 -14.26700 1.467 0.987 0.842 -0.0912
C 9.13338 -12.90021 -16.40381 0.589 0.022 -0.742 -0.0901
H 14.21883 -13.28216 -12.62322 -0.166 0.150 0.127 0.2147
H 14.88362 -12.65000 -14.09804 0.042 0.225 -0.057 0.2213
H 12.04831 -18.68468 -17.52474 0.069 1.131 -0.064 0.4885
H 13.79381 -11.59711 -13.15775 0.189 -0.142 0.258 0.2226
H 11.10939 -15.09348 -19.73854 -0.184 -0.659 1.012 0.4949
H 12.62836 -18.78830 -13.59062 -0.223 -0.100 0.215 0.1971
H 9.24678 -13.07534 -17.47366 0.013 0.324 -0.143 0.2105
H 12.50190 -12.39977 -14.97823 -0.432 -0.264 0.074 0.2089
H 10.01291 -13.39369 -15.99028 -0.041 0.100 0.372 0.2139
H 9.93410 -10.95392 -16.06915 -0.042 0.068 -0.068 0.2321
H 10.91979 -16.24417 -13.30301 -0.345 -0.166 0.387 0.2082
H 8.28739 -10.93863 -16.73782 -0.044 0.046 0.196 0.2176
H 11.27673 -15.21958 -15.19303 0.057 -0.506 -1.004 0.4804
H 11.42526 -17.29831 -11.87665 -0.362 0.259 -0.038 0.2178
H 8.58929 -11.31946 -15.00489 -0.076 -0.027 -0.082 0.2265
H 12.57749 -16.39838 -12.84440 0.146 -0.115 -0.061 0.2241
H 13.19178 -14.04499 -14.78688 -0.935 -0.330 0.133 0.2186
H 11.98350 -17.72336 -14.82264 -0.301 -0.347 -0.361 0.2371
```
Positions in Å, forces in eV/Å.

As for the HOMO-LUMO gap (alpha / beta): 5.51 / 9.23 eV. As for the LUMO energy (alpha / beta): 0.001 / -0.007 hartree. As for the HOMO energy (alpha / beta): -5.49 / -9.43 eV. Its expectation value of S² is 8.7561. As for the spin multiplicity: 6.